[1]
Here is C33H28N6O4Pd as an isolated structure at a distorted geometry from the Open Molecules 2025 dataset. Energies are from ωB97M-V with the def2-TZVPD basis set.

The HOMO energy (alpha / beta) comes out at -0.5082 / -0.5109 Ha. Its LUMO energy (alpha / beta) is -0.284 / -0.278 hartree. The calculation puts the relative energy (zero: lowest compared OMol25 entry of this formula, charge and spin) at 17.8 kcal per mole. For the HOMO-LUMO gap (alpha / beta), the calculation gives 6.111 / 6.351 eV.

ORCA input file:
```
! RIJCOSX wB97M-V def2-TZVPD def2/J DEFGRID3
* xyz 2 1
Pd 0.64626 0.24740 -0.38657
O 2.33920 -0.52602 0.61781
C 2.97413 -1.15491 1.48710
C 4.26594 -0.62936 1.89462
C 4.99010 -1.22675 2.86276
C 4.52047 -2.42337 3.50455
C 3.33224 -2.97909 3.14518
C 2.52604 -2.39613 2.13606
C 1.34952 -3.02536 1.77632
N 0.60931 -2.50653 0.80006
N -0.59078 -2.79550 0.63265
C -1.00530 -2.28997 -0.64664
O -0.41898 -1.36284 -1.21564
C -2.18277 -2.91564 -1.22655
C -2.84499 -3.94981 -0.55530
C -3.96549 -4.52552 -1.12698
C -4.42080 -4.07523 -2.35997
C -3.76395 -3.04596 -3.03139
C -2.64611 -2.46415 -2.46828
H 4.59676 0.27569 1.40231
H 5.93847 -0.80319 3.16551
H 5.12310 -2.89369 4.26857
H 2.99978 -3.89166 3.62197
H 1.07576 -3.97649 2.23285
H -2.48429 -4.28902 0.40451
H -4.48232 -5.32698 -0.61787
H -5.29288 -4.53388 -2.80729
H -4.12317 -2.71176 -3.99487
H -2.11556 -1.67225 -2.97855
O -3.42159 3.89341 -4.62285
C -2.04352 3.74577 -4.86795
C -1.46233 2.84560 -3.81645
C -0.14687 2.40882 -3.91547
C 0.36983 1.60832 -2.92436
N -0.35376 1.21254 -1.86876
C -1.63151 1.61380 -1.76147
C -2.20581 2.43528 -2.71924
C -2.40580 1.12868 -0.59048
C -3.78376 0.98132 -0.63546
C -4.44507 0.47920 0.47754
C -5.94772 0.33071 0.48656
O -6.50366 0.32601 -0.80831
C -3.68595 0.13743 1.58778
C -2.31389 0.30501 1.53835
N -1.67801 0.79905 0.47544
H -3.81604 4.42555 -5.32111
H -1.51717 4.70716 -4.82491
H -1.84662 3.30681 -5.85247
H 0.47728 2.68600 -4.75467
H 1.38784 1.25011 -2.97286
H -3.22550 2.77502 -2.62060
H -4.35655 1.21924 -1.52073
H -6.36764 1.19390 1.00986
H -6.22853 -0.55548 1.06142
H -6.53219 -0.57548 -1.14307
H -4.14886 -0.26754 2.47872
H -1.69614 0.03293 2.38727
N 1.74062 3.93755 1.07444
C 0.92372 2.88708 0.92230
N 1.46104 1.96466 0.15937
C 2.72442 2.43082 -0.21688
C 3.71420 1.85735 -1.01322
C 4.86718 2.58564 -1.20493
C 5.04072 3.85525 -0.61669
C 4.06838 4.42545 0.17410
C 2.90485 3.68180 0.35832
H 1.53735 4.75942 1.61956
H -0.05818 2.81411 1.36287
H 3.57556 0.87708 -1.45074
H 5.66004 2.18201 -1.81896
H 5.96183 4.39335 -0.79153
H 4.20523 5.39851 0.62503
*
```

---

[2]
Here is C33H29As2BrCeN4O7 as an isolated structure at a distorted geometry from the Open Molecules 2025 dataset. Energies are from ωB97M-V with the def2-TZVPD basis set.

The HOMO energy (alpha / beta) comes out at -0.4859 / -0.4856 Ha. Its LUMO energy (alpha / beta) is -0.322 / -0.318 hartree. The calculation puts the relative energy (zero: lowest compared OMol25 entry of this formula, charge and spin) at 0.0 kcal per mole. For the HOMO-LUMO gap (alpha / beta), the calculation gives 4.463 / 4.569 eV.

ORCA input file:
```
! RIJCOSX wB97M-V def2-TZVPD def2/J DEFGRID3
* xyz 2 1
Ce 9.15681 9.22068 14.48081
Br 7.76515 7.99256 21.86813
C 7.57226 8.17332 20.04995
C 7.28216 6.99026 19.35218
C 7.26884 6.98568 17.97936
C 7.61720 8.14746 17.24601
O 7.98172 8.10394 15.97196
C 7.72937 9.43802 17.97166
C 7.74789 10.65362 17.29163
N 7.61962 10.78502 15.96657
C 7.51097 12.03861 15.45735
C 7.03821 13.15527 16.20596
C 6.92351 14.42802 15.62496
C 7.38361 14.67012 14.32129
C 7.81629 13.59432 13.50542
C 8.23999 13.73346 12.16340
C 8.40867 12.63336 11.36120
C 8.32125 11.35264 11.94585
N 8.21827 11.22892 13.26798
C 7.84227 12.26141 14.08889
C 7.76803 9.37878 19.41542
H 7.09909 6.09637 19.90956
H 7.05523 6.07048 17.37232
H 8.06493 11.45927 17.96150
H 6.78794 12.96595 17.23259
H 6.67999 15.26087 16.25430
H 7.49427 15.70703 13.98154
H 8.35340 14.73394 11.77672
H 8.59663 12.74614 10.28148
H 8.42576 10.44165 11.36943
H 7.93505 10.27096 19.98525
C 12.30858 9.22920 11.11283
As 10.79181 8.09477 11.76634
C 11.85420 6.47498 12.08632
C 9.91502 7.76252 10.06153
C 10.61253 7.57926 8.87214
C 9.94639 7.26928 7.70265
C 8.55205 7.20774 7.72208
C 7.84218 7.30304 8.90167
C 8.54319 7.47188 10.13733
As 8.02012 6.78199 11.93187
C 6.06904 6.79715 11.40459
C 8.43290 4.88510 11.60472
H 13.01959 8.62292 10.51097
H 12.85603 9.58914 11.96915
H 11.87319 10.10331 10.52903
H 11.71373 5.79446 11.24943
H 11.54223 6.01266 13.03896
H 12.92303 6.81212 12.17369
H 11.69753 7.73357 8.86878
H 10.50205 6.98476 6.79320
H 8.00727 7.02843 6.79001
H 6.77960 7.25126 8.94009
H 5.87231 5.99236 10.70810
H 5.77886 7.76640 11.01083
H 5.47420 6.60216 12.31299
H 8.96402 4.47542 12.49038
H 9.04632 4.69203 10.70076
H 7.47677 4.34567 11.45530
O 11.62694 8.25632 15.25514
C 11.46493 9.12314 16.13173
O 10.48900 9.97920 16.06905
C 12.25177 9.12400 17.39262
C 11.58890 9.49788 18.57371
C 12.25940 9.46461 19.83522
C 13.61392 9.07560 19.86314
C 14.24630 8.86918 18.64794
C 13.60692 8.83542 17.36133
N 15.67707 8.78638 18.65468
O 16.22163 9.09651 19.75602
O 16.24179 8.40523 17.58845
N 11.56734 9.67522 21.02762
O 10.36740 10.13406 20.92970
O 12.10436 9.40017 22.13669
H 10.55538 9.82119 18.62267
H 14.12778 8.94046 20.82208
H 14.19004 8.61722 16.45350
*
```

---

[3]
Here is a 2-piece molecular cluster, C33H29BF2O4 overall at a distorted geometry from the Open Molecules 2025 dataset. Energies are from ωB97M-V with the def2-TZVPD basis set.

The HOMO energy comes out at -0.2347 Ha. Its LUMO energy is -0.131 hartree. The calculation puts the relative energy (zero: lowest compared OMol25 entry of this formula, charge and spin) at 56.4 kcal per mole. For the HOMO-LUMO gap, the calculation gives 2.814 eV.

ORCA input file:
```
! RIJCOSX wB97M-V def2-TZVPD def2/J DEFGRID3
* xyz 0 1
C -5.03016 -2.23981 2.10859
C -3.65266 -1.78224 2.05685
C -2.66591 -1.79836 3.02092
C -1.48387 -1.30799 2.38671
C -1.76894 -0.96744 1.07278
B -1.36634 0.19204 -0.03250
C -0.80098 1.31975 0.94040
C -0.91225 2.68838 0.95160
C -0.43130 3.18045 2.21418
C -0.02394 2.07510 2.92645
C 0.69129 1.84969 4.17350
O -0.21419 0.97104 2.13271
C -0.78298 -0.45782 -1.37398
C -0.83538 -1.73339 -1.87096
C -0.06471 -1.81047 -3.07719
C 0.44623 -0.53807 -3.26025
C 1.42145 -0.00700 -4.18840
O -0.02914 0.29591 -2.26011
C -2.70858 0.85365 -0.59202
C -3.16884 1.00369 -1.88068
C -4.52330 1.44861 -1.83495
C -4.85893 1.50190 -0.50433
C -6.13948 1.81771 0.11072
O -3.77708 1.13043 0.26701
O -3.11562 -1.34933 0.88577
H -5.23562 -2.54613 3.14238
H -5.79305 -1.50900 1.80322
H -5.09165 -3.13150 1.47288
H -2.78806 -2.07802 4.06346
H -0.58732 -1.11237 2.96376
H -1.32623 3.30179 0.15422
H -0.39332 4.22392 2.52023
H 1.72669 1.51826 3.91483
H 0.72790 2.79456 4.75750
H 0.25226 1.06925 4.81863
H -1.31617 -2.59891 -1.41518
H 0.14645 -2.68643 -3.69172
H 1.83245 -0.81455 -4.81072
H 0.96758 0.75187 -4.84123
H 2.26910 0.44582 -3.65271
H -2.64167 0.79827 -2.80754
H -5.18539 1.63685 -2.68246
H -6.87136 2.01944 -0.68120
H -6.56628 0.99491 0.69912
H -6.06195 2.72639 0.71327
F 5.95378 -2.60010 -2.48546
C 4.63645 -2.66412 -2.07190
C 3.92028 -3.84258 -2.26892
C 2.63360 -3.90489 -1.71148
C 2.13565 -2.85148 -0.95570
C 2.87743 -1.64120 -0.74911
C 2.39796 -0.62344 0.12778
C 3.11844 0.60195 0.37365
C 3.43473 1.06796 1.67602
C 4.31157 2.13761 1.86890
C 4.76014 2.92451 0.80380
C 4.44875 2.45950 -0.47569
F 5.01575 3.08072 -1.57146
C 3.62221 1.36907 -0.72634
C 4.13455 -1.54618 -1.42633
H 4.38510 -4.65960 -2.80071
H 2.01326 -4.78225 -1.86507
H 1.13199 -2.89835 -0.54159
H 1.61592 -0.90705 0.82751
H 3.04724 0.49995 2.51393
H 4.66420 2.37645 2.87448
H 5.34500 3.83313 0.92984
H 3.41204 1.04456 -1.75274
H 4.71516 -0.61498 -1.40696
*
```

---

> What is the formula in the second record?

C33H29As2BrCeN4O7

---

> Among the records above, which one has the highest relative energy (zero: lowest compared OMol25 entry of this formula, charge and spin)?

C33H29BF2O4